(1)
The following is a quantum chemistry calculation of a 3-piece molecular cluster, C38H76Cl2F7IN8O6P3 overall in a non-equilibrium geometry, from the Open Molecules 2025 dataset.

The total energy comes out at -144869.944 eV. For the gap between HOMO and LUMO, the calculation gives 7.013 eV. As for the largest force on an atom: 6.355 eV/Å. As for the charge: +1.

The geometry in XYZ format:
```
141
Properties=species:S:1:pos:R:3:forces:R:3
I 4.67960 1.21669 -0.71813 -0.2 -0.2 0.1
Cl -2.67323 2.26679 2.93292 0.2 0.1 -0.1
Cl -1.98408 3.80924 0.36517 0.7 0.0 -0.1
P -0.36075 -3.72750 4.21124 3.1 -3.1 -4.6
P 0.47884 -9.28657 -0.98918 -0.2 5.9 -2.1
P 3.28010 2.37663 -2.38001 0.6 0.6 -0.5
F 1.90868 -0.36269 -1.21970 0.2 0.3 -0.1
F -1.04788 1.49272 -1.13067 -0.3 0.0 0.5
F 3.33189 8.98128 -0.41761 -0.4 -0.2 0.2
F -0.02351 0.42255 0.54025 -0.4 0.5 0.3
F 3.91767 8.68341 3.04953 -0.6 0.4 -0.1
F 3.00292 10.38047 1.91327 0.7 -0.3 0.4
F -0.14477 -1.00241 -1.45211 0.0 0.0 -0.1
O 0.33951 -9.04537 0.48788 0.2 -3.2 -0.1
O -5.37148 4.12850 0.33665 0.6 -0.2 -0.9
O 2.09232 4.39671 -1.33173 0.5 -0.8 0.8
O 2.71824 1.19984 -3.38146 -0.2 0.0 0.5
O 0.81340 -3.34735 5.07247 -2.6 1.4 1.7
O -5.00893 4.69602 -1.81162 0.8 -0.9 0.1
N 0.18252 -3.04174 2.72454 0.2 0.4 0.0
N -0.90106 -8.41315 -1.52742 -0.2 0.0 0.3
N 0.65573 3.15400 0.85690 -0.8 1.3 -0.9
N -0.25727 -5.43161 4.23868 -0.2 -0.1 0.5
N 0.48996 -10.16611 -2.49637 0.0 -2.2 2.0
N -1.98968 -3.71364 3.57857 -0.4 1.5 2.5
N 3.32399 4.09979 0.71075 -0.5 -1.1 -0.3
N 1.94745 -8.45725 -1.31167 0.4 -0.3 0.1
C -2.86786 6.00362 -3.47748 -0.9 0.9 -0.3
C -1.85127 -7.98172 -0.50912 0.1 0.0 0.3
C 1.10335 2.29646 -0.33831 0.9 -0.7 0.6
C 0.10807 -3.68577 1.42395 -0.5 0.1 -0.3
C -0.58250 -11.19802 -2.52410 -0.4 0.2 -0.1
C 1.73716 -10.85234 -2.87690 0.4 0.2 -0.1
C -0.40744 6.46934 1.92509 0.5 0.8 0.1
C -4.30649 5.87572 -1.41696 -0.6 1.4 -0.4
C -0.74030 3.03558 1.27358 -1.2 -0.6 0.9
C -1.71348 6.94712 -3.81692 0.0 -1.3 -0.2
C -2.56302 -2.34836 3.59971 0.1 0.3 -0.4
C -2.98667 -4.58738 4.22187 0.0 -0.5 0.0
C 0.73833 5.41879 1.98027 -0.8 0.1 0.5
C -3.97731 6.70498 -2.64775 0.9 -1.0 0.1
C 3.11044 -8.83740 -0.52141 -0.2 -0.4 0.4
C -0.93718 -7.49877 -2.65115 -0.1 -0.3 -0.5
C 2.58953 6.33709 -0.14445 0.0 -0.7 -0.1
C 2.30031 4.80417 0.00318 -0.3 1.8 0.4
C 0.69695 0.05763 -1.59838 -1.1 -0.6 0.2
C 3.50414 8.39638 0.78665 0.2 0.2 0.9
C 0.68374 3.19987 -2.75734 0.4 0.7 0.2
C 0.13680 1.12755 -0.60588 1.0 -0.6 -1.1
C -5.11348 3.78644 -0.80086 -0.7 0.4 1.3
C -1.04920 2.36397 2.39021 0.5 0.1 -0.2
C -0.60483 6.13549 -4.52768 0.2 0.9 1.2
C -0.24317 -6.07790 5.54457 0.0 0.4 0.4
C -4.89756 2.34855 -1.17973 0.1 0.3 -0.5
C 1.09488 4.31768 -3.74240 -0.6 0.1 -0.2
C 2.12656 -7.31217 -2.17478 -0.3 -0.1 -0.4
C 0.92919 4.64582 0.67273 1.1 0.7 0.2
C 3.65230 6.90131 0.81254 0.0 1.0 -1.1
C -0.04663 1.65098 3.24417 -0.2 -0.3 0.4
C 1.67126 3.05264 -1.56114 -0.4 -0.3 -1.3
C 3.48437 9.15028 1.88286 -0.2 -0.2 -0.8
C 0.10426 7.91485 2.10442 -0.1 0.1 -0.2
C 1.35749 -2.18200 2.76249 0.3 -0.1 0.3
C 0.41009 5.67401 -3.46230 0.8 -0.1 -0.3
C -0.02507 -6.30247 3.10410 -0.2 0.1 -0.4
H 1.42377 -1.56485 1.86033 -0.2 -0.2 -0.2
H 3.32212 4.28988 1.70163 0.2 0.2 0.0
H 0.19984 -2.93891 0.62858 0.1 0.1 0.1
H 4.63588 6.67785 0.39675 0.1 -0.4 0.3
H -3.30319 5.69194 -4.42720 0.1 -0.3 0.0
H -1.91087 -1.64601 3.08136 0.1 -0.1 0.0
H -2.03515 -8.76969 0.21515 0.1 0.0 0.1
H 1.25128 2.93591 1.65644 -0.1 -0.5 0.0
H 0.26131 8.42234 1.15256 0.1 -0.1 -0.1
H -3.55876 7.63888 -2.27086 -0.3 0.3 -0.1
H -1.49950 -7.09094 0.02773 -0.1 0.0 0.1
H 3.88265 -8.07034 -0.54262 -0.1 0.1 -0.1
H -4.17121 2.27741 -1.98750 0.0 0.0 -0.1
H 1.56940 -11.43541 -3.78262 -0.2 0.0 0.1
H 1.62839 5.95830 2.28997 0.3 -0.2 -0.2
H -2.76877 -5.63653 4.03662 0.2 0.0 0.1
H -1.55357 -10.75077 -2.32242 0.1 0.1 0.1
H -0.62054 8.52114 2.64157 0.0 0.0 0.1
H 1.20193 6.42548 -3.43768 0.0 0.1 0.2
H 1.00508 -6.23456 2.73762 -0.1 0.0 -0.1
H -4.53960 1.79722 -0.31797 -0.1 0.0 0.1
H 2.95355 6.48309 -1.15933 -0.1 0.0 -0.1
H 0.91050 -4.41803 1.28065 0.0 0.0 0.0
H 0.14972 -7.09089 5.48883 0.0 0.0 -0.2
H -2.07247 7.75237 -4.45380 -0.1 0.2 0.1
H 0.61109 0.34258 -2.64221 0.6 0.2 0.0
H 1.69692 -6.39791 -1.74596 0.0 0.0 -0.1
H -0.27155 3.50786 -2.32928 -0.2 -0.3 -0.1
H 0.49967 4.76744 2.82488 0.2 -0.3 -0.1
H -0.21168 -7.34530 3.35821 0.0 0.1 0.2
H 0.82367 1.25090 2.72646 0.0 0.1 -0.2
H -3.52520 -2.32725 3.08717 0.0 -0.1 0.0
H 2.84824 -8.99318 0.52794 -0.1 0.0 0.0
H -1.25374 -6.13709 5.97354 0.1 -0.1 0.0
H -0.52705 -6.51409 -2.39496 0.0 0.0 0.0
H 1.69742 -7.47549 -3.16692 -0.1 0.1 0.1
H 0.60320 2.28442 -3.33136 -0.3 -0.2 0.3
H -0.71236 -6.09217 2.28091 0.1 0.1 0.0
H -0.41229 -7.89195 -3.51938 0.2 -0.1 0.1
H 0.25353 5.07370 -0.05922 -0.3 -0.5 -0.1
H 1.64420 6.87629 -0.08121 0.0 0.2 0.1
H 1.95335 1.74475 0.07910 0.1 0.2 0.1
H 3.55943 -9.77003 -0.89160 0.1 0.1 0.0
H 2.52217 -10.13932 -3.11932 -0.1 0.1 0.2
H -3.05481 -4.42555 5.30087 -0.1 0.0 0.0
H -0.00850 5.69424 -2.45268 -0.3 -0.2 0.0
H -0.85223 -4.16911 1.25832 0.0 -0.1 0.2
H -5.83330 1.91534 -1.52864 -0.1 0.0 0.0
H -0.63871 -11.65729 -3.51073 0.1 0.0 0.0
H 3.55784 6.57205 1.83982 0.2 -0.1 0.1
H -4.86252 6.86637 -3.25489 -0.1 0.3 0.1
H -0.40811 -11.98334 -1.78317 0.0 -0.1 -0.1
H 1.04413 7.95393 2.65319 0.0 0.0 0.1
H -0.08002 6.82154 -5.18859 0.0 -0.3 -0.4
H -4.92389 6.48122 -0.75676 0.0 -0.2 0.3
H 4.24347 4.23150 0.31457 0.1 0.0 0.1
H 2.27482 -2.77912 2.83170 0.1 0.2 0.0
H 2.10135 -11.52742 -2.09810 0.0 -0.1 -0.1
H 0.29066 2.25279 4.08945 -0.1 0.2 0.0
H -3.35372 5.63950 -0.93818 -0.2 -0.2 0.3
H -1.01682 5.29032 -5.07405 -0.1 0.1 -0.2
H -2.81371 -7.74664 -0.96999 0.1 0.0 -0.2
H -2.70636 -1.98550 4.62296 -0.2 0.0 0.0
H -2.54468 5.10607 -2.94378 0.3 0.0 -0.1
H -0.54849 0.79383 3.68861 0.1 -0.1 0.0
H 0.76042 3.98307 -4.72483 0.1 0.0 -0.1
H 3.41507 0.96950 -4.00624 0.0 -0.1 -0.2
H 0.38398 -5.53397 6.25519 0.0 0.0 -0.1
H -3.96858 -4.40152 3.78561 0.1 0.2 0.0
H -1.12260 6.30817 2.72624 -0.1 -0.4 -0.1
H -1.96985 -7.34729 -2.97909 0.0 0.0 0.1
H -1.31814 7.33917 -2.87876 0.1 0.4 -0.1
H 2.16871 4.46483 -3.81587 0.1 -0.2 0.1
H -0.92777 6.43747 0.97064 -0.2 -0.3 0.1
H 1.34009 -1.49103 3.60353 0.0 -0.2 0.2
H 3.18551 -7.12337 -2.35547 0.0 -0.1 0.2
```
Forces are in eV/Å.



(2)
The following is a quantum chemistry calculation of the molecule C3H6O in a non-equilibrium geometry, from the Open Molecules 2025 dataset.

The total energy comes out at -5254.747 eV. For the gap between HOMO and LUMO, the calculation gives 9.792 eV. For the energy above the lowest of the compared OMol25 structures with the same formula, charge and spin, the calculation gives 0.9473 eV. The SMILES is C/C=C/O. As for the largest force on an atom: 1.629 eV/Å.

The geometry in XYZ format:
```
10
Properties=species:S:1:pos:R:3:forces:R:3
O 0.83516 1.69255 0.35428 0.1 -0.2 -0.5
C -0.80634 -1.68344 -0.20571 0.0 0.5 0.1
C 0.42007 0.38717 0.35090 0.3 0.5 0.3
C -0.39026 -0.24406 -0.47955 0.4 -1.6 -0.3
H 0.57866 2.11957 -0.47100 -0.1 0.0 0.0
H -0.85175 -2.24363 -1.14313 0.0 -0.1 0.2
H -0.16155 -2.20403 0.50550 0.1 0.1 -0.1
H 0.89380 -0.12404 1.17999 -0.4 -0.1 0.2
H -0.66575 0.03452 -1.48634 -0.2 1.0 0.2
H -1.79365 -1.65761 0.25367 -0.2 -0.2 -0.2
```
Forces are in eV/Å.



- What is the largest force on an atom in the first record?
  6.355 eV/Å



- Which of these has the lowest largest force on an atom?
  C3H6O



- Which of these has the lowest gap between HOMO and LUMO?
  C38H76Cl2F7IN8O6P3